C6H9F9O3PV as an isolated structure in a non-equilibrium geometry. Source: OMol25; level of theory: ωB97M-V/def2-TZVPD.

## Properties
Net charge: 0
HOMO energy in hartree: -0.29847
Frontier orbital gap in Eh: 0.1383
Total energy in eV: -71934.9421

```
29
Properties=species:S:1:pos:R:3:forces:R:3:nbo_charge:R:1
V 0.24657 1.32454 4.97544 1.00 1.21 1.80 1.5051
P -2.88406 -0.06754 0.52894 -2.51 0.50 -0.21 0.6120
F 3.48580 -0.86634 -2.59099 -0.49 -0.16 0.32 -0.2917
F 1.41345 0.19111 -4.01191 0.00 -0.24 0.04 -0.2897
F 0.00936 1.24359 -1.21392 0.25 -0.31 0.44 -0.3115
F 1.50652 -1.98288 -3.98856 -0.04 0.11 -0.05 -0.2916
F 2.50267 1.42332 -1.79100 -0.04 -0.37 0.51 -0.2947
F 3.11616 0.09293 -0.12895 -0.30 0.03 -0.43 -0.3006
F 1.16331 1.51330 0.64824 -0.27 -0.24 -0.48 -0.3253
F -0.01155 -0.94680 -2.83956 0.13 -0.10 -0.03 -0.3114
F 2.05878 -2.03222 -1.36257 0.10 0.37 -0.27 -0.3075
O -0.48403 0.48760 3.65525 -0.28 -0.62 -1.49 -1.0132
O -2.67837 1.54433 0.02845 0.15 -0.19 -0.07 -1.0204
O 0.93091 2.10416 6.26609 -0.63 -0.75 -1.12 -0.8397
C 0.17246 -0.58693 0.31559 -0.09 0.06 -0.07 -0.5684
C 0.83006 0.60567 -0.33180 0.13 0.61 -0.13 0.6501
C 2.23621 -0.87833 -2.06060 0.46 -0.18 -0.05 0.5508
C 1.25873 -0.89724 -3.26443 -0.10 0.21 0.16 0.9273
C 2.16660 0.32057 -1.07459 0.21 0.30 -0.15 0.5833
C -0.92665 -0.23704 1.26992 2.50 -0.83 0.95 -0.2767
H -2.37387 -0.49604 -0.74658 0.49 0.09 0.11 0.0328
H -2.10495 2.04568 0.61045 0.04 0.20 0.11 0.4754
H -0.16306 -1.30121 -0.42819 -0.01 -0.08 -0.14 0.2701
H -3.26836 0.39582 1.86119 0.42 -0.08 -0.12 0.0281
H -3.06290 -1.43571 0.94089 0.21 -0.08 0.00 -0.1177
H -0.77907 0.68426 1.82190 -0.79 0.86 0.22 0.2971
H -1.06103 -1.04223 1.97864 -0.83 -0.19 -0.04 0.2596
H -4.23863 -0.09914 0.03819 0.19 -0.09 0.08 0.0876
H 0.93894 -1.10721 0.89447 0.09 -0.02 0.12 0.2806
```
Forces are in eV/Å.